[1]
120
Properties=species:S:1:pos:R:3:mulliken_charge:R:1 method="wB97M-V/def2-TZVPD" charge=+1
Y -0.27491 -0.16738 -0.23973 0.228
Cl -1.40359 -4.81245 4.87498 -0.079
Cl -1.93958 2.51774 0.10726 -0.191
Cl -0.70648 -9.74702 6.88973 -0.205
Cl 0.53304 -1.94743 7.98517 -0.199
S 1.15001 -4.18463 9.80862 -0.195
P -0.24396 1.24341 2.56588 2.975
F -1.81716 -0.75482 -3.30012 -0.437
F 1.47251 -2.61501 -1.49171 -0.224
F -0.38808 -3.57518 -0.71627 -0.226
F 0.39679 4.15758 -3.90172 -0.315
F -1.01975 3.02501 -5.91699 -0.303
F 0.70959 2.89770 -1.58064 -0.456
F -2.12235 0.56641 -5.58378 -0.286
O 2.94492 -4.30895 5.25278 -0.536
N -4.59464 -2.22866 -0.57812 0.180
N -2.69345 -0.97904 0.31454 1.821
N -3.71877 -2.79208 1.61502 0.236
N 1.74253 -3.36950 2.65379 0.306
N -4.92763 -0.71992 1.28943 0.137
N 1.05166 -1.58903 1.54862 1.932
N 2.07809 0.49556 -0.50714 -0.287
C -0.23509 5.31007 3.20370 -0.869
C -3.68299 -0.05545 0.95426 -0.897
C 4.23571 2.87728 -1.81077 -0.359
C 1.62042 -4.59304 4.80579 0.977
C 1.47484 -3.34091 8.36511 0.844
C -0.88158 -7.25266 5.88925 -0.923
C -1.45858 4.92516 1.16737 -0.654
C -4.31165 -3.30515 0.37340 -0.746
C 2.40278 -1.46805 1.82096 -1.191
C -1.42960 1.12250 -4.58951 -0.115
C -1.24748 0.47751 -3.37341 -0.119
C -3.32433 -0.16276 5.69625 -0.949
C 6.62375 2.80377 -2.05900 -0.353
C -0.87023 2.37362 -4.76359 0.889
C -1.24212 3.56796 1.33790 0.943
C 2.46130 1.77245 2.60410 -0.691
C 4.29324 1.59608 -1.27020 0.005
C 0.70031 -2.74430 2.08616 -1.136
C -3.38232 1.13446 5.20902 -0.838
C -0.31821 -6.08043 5.41916 1.014
C -2.48957 -2.10835 1.26666 -0.111
C 1.05434 -5.87848 5.35868 -0.851
C 2.47996 -3.88582 7.62597 -0.163
C 2.38743 -5.31169 9.46539 -0.356
C -0.14758 2.94741 -3.73063 -0.039
C -1.41765 0.73006 3.86350 0.132
C 3.00883 -5.03730 8.29017 -0.953
C 1.41344 1.19650 3.32388 -0.137
C 1.87274 -6.92925 5.75266 -0.071
C -3.35400 -1.54926 -0.90281 -1.021
C 3.06442 0.96941 -0.85383 0.404
C 5.41865 3.47932 -2.20570 -0.694
C -2.31890 -1.01990 5.26814 -0.736
C -0.01336 2.24643 -2.54699 -0.214
C 6.66446 1.52366 -1.51988 -0.704
C -2.43034 1.58208 4.30214 -0.653
C 2.99402 0.48400 4.99551 -0.501
C -0.55139 1.00119 -2.30986 1.041
C 5.49220 0.90591 -1.11936 -0.510
C -5.50172 -1.27580 0.06145 -0.776
C -0.03024 -8.26624 6.29251 0.334
C -0.02766 3.94933 3.34102 -0.407
C 1.34551 -8.12165 6.21892 -1.116
C -0.52686 3.04006 2.40370 -0.834
C 2.84156 -2.56233 2.49462 -1.003
C 4.03041 1.05553 4.27598 -0.794
C 3.76034 1.70930 3.07664 -0.731
C -0.94696 5.79705 2.11376 -0.609
C -1.37878 -0.57883 4.35087 -0.050
C 2.99646 -3.35619 6.32276 0.382
C 1.68769 0.55476 4.52281 -0.415
C 1.68375 -4.68245 3.28131 -1.812
C -4.64130 -1.82072 2.20705 -0.383
B 0.25275 -2.39786 -0.96993 0.592
H -4.06194 -0.50708 6.40832 0.482
H 0.16120 5.99247 3.94175 0.448
H -5.57381 -2.32709 2.45898 0.441
H 2.58688 -6.11914 10.14851 0.466
H 4.56096 2.17483 2.51715 0.503
H 0.83889 -5.21945 2.85306 0.596
H -2.66020 -2.25158 -1.36649 0.142
H -2.26295 -2.02955 5.65012 0.409
H -2.01216 5.28277 0.31220 0.544
H -3.62264 -4.01637 -0.08421 0.367
H -3.89458 0.74992 0.25195 0.492
H 2.94512 -6.80295 5.69157 0.556
H -6.43573 -1.78344 0.30478 0.338
H -5.71521 -0.46212 -0.63381 0.362
H -2.04052 -1.69205 2.17313 -0.715
H 2.26101 2.29217 1.67275 0.714
H 3.19316 -0.00832 5.93923 0.551
H 0.89301 0.10548 5.10122 0.523
H -1.10503 6.86026 1.99560 0.411
H 1.99071 -8.93231 6.52371 0.456
H 2.59001 -5.22705 3.01343 0.398
H 2.96661 -0.60805 1.51420 0.494
H -3.54700 -0.73505 -1.60136 0.356
H 5.39837 4.47149 -2.63340 0.427
H 3.82478 -5.62333 7.89885 0.390
H 7.60652 1.00410 -1.41777 0.416
H -2.49257 2.59718 3.93558 0.484
H 5.49917 -0.09395 -0.70848 0.542
H 3.28358 3.37754 -1.92339 0.546
H 2.44497 -2.45664 6.02287 -0.512
H -0.26234 -3.21384 2.03290 0.421
H -5.24313 -3.81877 0.61273 0.382
H -4.19857 -1.41582 3.11962 -0.046
H 4.04962 -3.08512 6.41851 0.487
H -3.23549 0.36528 1.85754 -0.183
H -0.59678 -1.26127 4.02503 0.069
H 5.04399 1.00646 4.64997 0.428
H -1.81081 -2.81363 0.79691 0.043
H 0.53594 3.57728 4.18712 0.501
H 0.96429 -3.76298 5.09032 0.351
H -1.95331 -7.37206 5.93385 0.511
H 7.54295 3.27838 -2.37335 0.415
H 3.80658 -2.84284 2.87422 0.609
H -4.16443 1.80501 5.53627 0.435



[2]
113
Properties=species:S:1:pos:R:3:lowdin_spin:R:1 method="wB97M-V/def2-TZVPD" multiplicity=3 charge=0 s2=2.02
Ti -0.32919 0.11529 1.08510 0.928
Cl 5.33920 1.09433 1.40063 0.003
Cl 3.51601 2.45369 6.29706 0.001
Cl 5.91601 2.05048 4.33196 0.000
Cl 0.60790 1.72731 5.39716 0.004
Cl 2.33978 0.52426 0.55677 0.016
P -0.04656 3.21254 0.16801 0.121
P -0.06485 -3.22233 -0.00730 0.003
P 0.12434 1.07224 -2.00338 0.005
O -0.03285 0.01975 -0.91178 0.008
O -3.59274 -1.86386 1.69811 0.005
O -0.12141 -2.01712 0.90357 0.013
O -2.12540 -0.20696 1.37489 0.016
O -0.67705 -1.49052 3.45476 0.005
O 0.47132 0.74874 2.60953 -0.005
O -0.88767 2.06351 0.73747 0.040
C 2.56704 4.00956 0.82423 0.128
C -1.21517 -3.16510 -1.39169 0.000
C -2.73945 -2.51466 4.22301 0.000
C -1.19269 4.55050 -0.19912 0.027
C -1.41394 1.38305 -2.86804 0.001
C -2.45609 2.01652 -2.19232 0.001
C 2.76727 1.12702 -5.08192 0.000
C -1.61728 6.73401 -1.13316 0.001
C -3.14313 -2.17801 -2.44133 0.000
C 2.61354 -2.85986 0.22616 0.000
C 3.23629 1.83280 4.71788 0.001
C 1.85149 -0.71303 -3.21214 0.001
C -0.10846 -6.78673 1.99623 0.000
C 0.75793 4.27942 2.49428 0.142
C 4.31037 1.67306 3.84298 0.000
C 4.35467 -3.92552 -1.03872 0.000
C -1.95495 -4.93306 1.04623 0.000
C 1.65528 4.87576 3.34362 0.025
C 1.67251 1.06188 3.03485 0.003
C 3.39645 -4.66215 -1.72558 0.000
C 2.80738 -1.08838 -4.15019 0.000
C -2.12149 -4.12203 -3.41337 0.000
C 1.82010 1.50820 -4.14338 0.001
C 3.01036 5.04096 2.98138 0.225
C 2.04902 -4.47897 -1.45595 0.000
C -2.68361 -1.16137 2.09767 0.006
C 3.26151 -0.17146 -5.08191 0.001
C 1.19029 3.79245 1.19848 0.147
C 3.43691 4.60606 1.70267 0.030
C 2.76250 0.96503 2.17525 0.004
C -0.76277 5.66426 -0.92313 0.011
C -1.46927 -7.02719 2.12336 0.000
C -3.32902 5.62723 0.14298 0.002
C -2.39125 -6.09513 1.66220 0.000
C -0.58471 -4.69442 0.89695 0.000
C 0.33682 -5.62323 1.38114 0.000
C 4.06225 1.24750 2.55081 0.002
C -2.47791 4.54533 0.34772 0.016
C -2.20932 -2.19262 -1.41245 0.000
C 0.69596 2.70472 -1.41935 0.012
C 1.93737 1.52094 4.32592 0.001
C -2.90523 6.71738 -0.60159 0.013
C 1.64589 -3.55203 -0.49183 0.001
C -2.73376 1.35535 -4.88366 0.000
C -3.62293 2.33333 -2.87211 0.000
C 3.96392 -3.03101 -0.05664 0.000
C -1.55771 1.04192 -4.21250 0.000
C -2.36626 -0.03921 4.30938 0.000
C -1.19957 -4.15167 -2.37936 0.000
C -3.75702 2.01251 -4.21699 0.000
C -3.08719 -3.12335 -3.45263 0.000
C -2.11151 -1.32110 3.53407 0.000
C 1.36333 0.58589 -3.20134 0.001
H 1.48577 -1.42181 -2.48204 0.000
H -0.75603 0.52917 -4.72998 0.000
H 1.39970 -5.43722 1.28472 0.000
H -3.82336 -2.40757 4.26431 0.000
H 3.19496 -2.10048 -4.14484 0.000
H 3.71290 5.49949 3.66883 0.017
H -2.28716 -1.46462 -0.61908 0.000
H 1.31720 5.21917 4.31627 -0.003
H 1.43262 2.52126 -4.14566 0.000
H 0.25375 5.69600 -1.30886 0.001
H -2.67386 -4.19661 0.69769 0.000
H 4.70451 -2.46249 0.49492 0.000
H -2.33918 -2.59412 5.23583 0.000
H -3.44070 0.10194 4.45411 0.000
H 2.30263 -2.19693 1.01515 0.000
H 5.40703 -4.06013 -1.26163 0.000
H 3.70098 -5.39015 -2.46844 0.000
H -3.56600 7.56201 -0.75453 0.001
H -1.87291 -0.10916 5.27911 0.000
H -2.09990 -4.89029 -4.17550 0.000
H -1.81406 -7.94608 2.58183 0.000
H -3.45335 -6.27804 1.77302 0.000
H -1.27858 7.59205 -1.70401 0.000
H -0.51265 -2.36603 3.09136 0.000
H -2.80016 3.68637 0.92651 0.002
H -1.95807 0.81722 3.78227 0.000
H -0.49538 -4.96958 -2.33507 0.000
H 4.00363 -0.46539 -5.81481 0.000
H -4.66576 2.27367 -4.74747 0.000
H 0.41033 3.42857 -2.18636 0.002
H 2.94057 3.70082 -0.14970 0.007
H -0.27667 4.15396 2.79992 0.009
H 3.12108 1.84297 -5.81397 0.000
H 4.47484 4.73803 1.40628 -0.003
H -2.84784 1.09023 -5.92911 0.000
H -4.33110 5.61441 0.55997 0.000
H 1.77901 2.67412 -1.34615 0.000
H -3.92193 -1.42465 -2.43798 0.000
H -3.80473 -3.09331 -4.26511 0.000
H 0.60955 -7.50915 2.36678 0.000
H 1.32375 -5.07491 -1.98886 0.000
H -4.42813 2.83567 -2.34846 0.000
H -2.36298 2.23547 -1.13612 0.001
H -2.51596 -3.43655 3.67528 0.000



Values of energy above the lowest of the compared OMol25 structures with the same formula, charge and spin, in order: 0.00, 0.00, all in kJ/mol.
Values of total energy, in order: -159107.8110, -183609.2272, all in eV.